1.
Entry from the Open Molecules 2025 dataset: a molecular structure, C45H48NO3Si at a distorted geometry (ωB97M-V/def2-TZVPD).

Computed properties:
* E: -2313.2278 Eh
* maximum force: 0.080 hartree/bohr
* HOMO: -9.26 eV
* gap between HOMO and LUMO: 6.069 eV
* LUMO: -3.19 eV
* charge: +1

```
98
Properties=species:S:1:pos:R:3:forces:R:3:lowdin_charge:R:1
C -5.08923 3.91097 -3.05632 0.15 0.83 0.22 -0.10
C -4.46510 2.54061 -3.40281 -0.75 0.09 -0.19 -0.10
C -3.05482 2.66467 -2.93032 0.36 1.23 1.02 -0.15
C -2.94715 3.90967 -2.24906 0.10 -0.21 -0.25 -0.21
O -4.07200 4.67902 -2.29441 0.03 -1.19 -0.40 -0.02
C -1.76242 4.34227 -1.63283 -1.08 0.16 -0.29 0.02
C -0.68174 3.50110 -1.66009 0.15 -1.74 -0.39 -0.02
C -0.74484 2.22596 -2.32160 -2.08 0.43 -0.07 -0.23
C 0.44256 1.44059 -2.44201 0.32 -2.92 -2.85 -0.06
C 1.68582 2.16332 -2.72181 2.38 0.05 -0.41 -0.20
C 2.93602 1.65958 -2.29621 -0.56 0.21 0.10 0.02
C 4.10552 2.32030 -2.61281 -0.25 1.55 -0.96 -0.15
C 4.06041 3.51622 -3.37810 -0.04 -0.78 0.63 -0.22
O 5.27054 4.13132 -3.53657 -0.08 -1.09 0.54 -0.01
C 6.26163 3.28470 -2.82671 -0.01 0.76 -0.41 -0.10
C 5.52822 2.07394 -2.24540 0.35 -0.36 0.18 -0.10
C 2.85849 3.99662 -3.90081 1.11 0.08 0.16 0.01
C 1.70469 3.31650 -3.59544 -0.93 -1.35 0.71 -0.02
C -1.94720 1.84219 -3.00185 0.63 0.35 0.19 0.03
H -5.34485 4.51220 -3.94611 0.19 -0.28 0.39 0.13
H -5.98119 3.85015 -2.41300 0.40 -0.06 -0.27 0.13
H -5.01525 1.77095 -2.85059 0.23 -0.12 -0.19 0.12
H -4.56157 2.34389 -4.47306 0.06 -0.12 0.11 0.12
H -1.72859 5.32107 -1.16254 0.04 -0.17 -0.09 0.13
H 0.26413 3.80426 -1.22917 -0.07 -0.01 0.08 0.12
H 0.41343 0.46629 -3.14684 -0.35 3.37 -0.94 0.14
H 2.96940 0.74446 -1.70150 0.01 0.20 -0.06 0.11
H 7.03309 3.01279 -3.54899 -0.16 0.02 0.00 0.12
H 6.72908 3.90266 -2.05695 -0.16 0.02 -0.10 0.12
H 5.66180 2.02215 -1.16331 0.03 -0.08 -0.02 0.12
H 5.91642 1.14910 -2.68177 -0.09 0.00 0.10 0.12
H 2.89002 4.88932 -4.52207 -0.26 -0.23 0.06 0.13
H 0.77825 3.62769 -4.07614 0.09 0.03 0.34 0.12
H -1.93611 0.96731 -3.67740 -0.08 0.36 0.62 0.13
C 0.20454 1.50437 4.81390 0.11 0.18 0.22 -0.15
Si -0.91803 0.03499 5.03878 0.42 -0.08 0.14 0.38
C -0.06509 -1.37636 5.89533 0.13 0.00 0.30 -0.14
C -2.50504 0.50739 5.87822 -0.11 0.07 0.11 -0.15
O -1.38647 -0.47231 3.54858 -0.56 -0.26 -1.46 -0.17
C -0.94698 -1.21584 2.42521 -0.38 0.04 0.32 -0.32
C 0.58537 -1.26490 2.37952 -0.19 -0.10 0.68 -0.15
C 1.28105 -2.41714 2.76937 0.36 0.12 -0.29 -0.03
C 2.67912 -2.44748 2.66802 -0.30 0.00 0.10 -0.05
C 3.37452 -1.32463 2.21495 -0.09 0.06 -0.09 -0.08
C 2.68735 -0.13351 1.95675 -0.26 0.05 0.13 -0.07
C 1.29725 -0.09023 2.11212 0.27 -0.27 -0.33 -0.09
C -1.60549 -2.61638 2.46415 0.42 0.16 0.03 -0.17
C -2.63179 -2.86885 3.37793 0.12 -0.26 0.12 -0.03
C -3.13897 -4.16100 3.53202 0.03 0.13 -0.31 -0.05
C -2.68471 -5.18884 2.70151 0.02 -0.02 0.00 -0.07
C -1.71515 -4.92633 1.72813 0.06 0.34 -0.11 -0.06
C -1.16812 -3.63916 1.61087 -0.30 -0.27 0.23 -0.07
C -1.55260 -0.39787 1.21899 -0.51 0.03 0.94 -0.14
C -3.08350 -0.61906 1.09748 0.07 0.96 -0.21 -0.09
C -3.29927 -1.64518 -0.00413 -0.07 -0.71 -0.09 -0.13
C -2.05374 -1.56506 -0.87810 -0.62 -0.41 -0.45 -0.11
N -1.06441 -0.80096 -0.10205 0.82 0.85 -1.12 0.03
C 0.03024 -0.34034 -0.68504 -0.82 0.36 0.53 0.00
C 0.23917 -0.54486 -2.11198 -0.67 -1.45 3.22 -0.12
C 1.15225 -1.66767 -2.48273 0.83 0.60 -0.34 -0.21
C 0.94193 -2.27511 -3.72804 0.39 0.11 -0.38 -0.03
C 1.99859 -2.91530 -4.37534 0.50 -0.04 0.50 -0.06
C 3.25507 -3.01401 -3.73303 -0.64 0.00 -0.10 -0.06
C 3.36455 -2.64440 -2.38259 0.01 0.03 0.10 -0.06
C 2.29244 -2.01356 -1.73098 0.34 0.14 -0.41 -0.03
H 0.46060 1.90692 5.80584 0.01 0.05 -0.30 0.04
H 1.13776 1.24365 4.29490 -0.25 0.06 0.26 0.02
H -0.30406 2.29186 4.23706 0.13 -0.14 0.19 0.04
H 0.06631 -1.11096 6.95576 0.06 -0.23 -0.21 0.04
H -0.66610 -2.29552 5.83546 0.13 0.22 0.06 0.04
H 0.92357 -1.58026 5.46115 -0.21 0.06 0.15 0.03
H -2.29039 1.00718 6.83303 -0.13 -0.10 -0.17 0.04
H -3.09406 1.19327 5.25349 0.14 -0.13 0.17 0.04
H -3.11961 -0.37901 6.08710 0.12 0.19 -0.01 0.04
H 0.73397 -3.28958 3.15038 0.36 0.44 -0.31 0.13
H 3.20443 -3.36478 2.94593 -0.08 0.38 -0.11 0.11
H 4.45470 -1.36349 2.07799 -0.25 -0.01 0.09 0.11
H 3.21312 0.76975 1.62826 -0.08 -0.38 0.28 0.11
H 0.75410 0.85778 2.01248 0.29 -0.38 -0.14 0.12
H -3.02984 -2.05668 3.98976 0.30 -0.30 -0.11 0.11
H -3.89289 -4.34191 4.30195 0.21 -0.04 -0.35 0.11
H -3.08986 -6.19811 2.80888 0.17 0.34 -0.03 0.11
H -1.36387 -5.71997 1.05999 -0.17 0.28 0.32 0.11
H -0.37381 -3.44144 0.88192 -0.28 -0.14 0.28 0.12
H -1.34471 0.67359 1.41844 0.06 -0.67 -0.28 0.17
H -3.56846 -0.89502 2.03979 0.27 0.25 -0.25 0.12
H -3.48052 0.34084 0.74237 -0.18 -0.15 0.29 0.13
H -3.41219 -2.65681 0.39143 -0.03 0.15 0.06 0.11
H -4.17516 -1.42821 -0.62529 0.08 -0.02 0.32 0.12
H -1.65806 -2.54483 -1.18607 0.01 0.27 0.29 0.14
H -2.34650 -1.04803 -1.80650 0.39 0.13 0.38 0.12
H 0.66143 0.36028 -0.12793 -0.06 -0.87 -0.05 0.14
H -0.73855 -0.81704 -2.54116 0.42 0.77 -0.22 0.10
H -0.04307 -2.22352 -4.20552 0.44 0.31 0.01 0.12
H 1.85724 -3.28582 -5.39042 0.09 -0.01 0.31 0.11
H 4.11802 -3.41322 -4.28193 -0.45 0.13 0.36 0.11
H 4.32172 -2.79014 -1.85052 -0.72 -0.03 -0.29 0.12
H 2.34323 -1.76505 -0.66124 0.20 0.20 -0.52 0.11
```
Positions in Å, forces in eV/Å.


2.
Entry from the Open Molecules 2025 dataset: C6H12O in the gas phase at a distorted geometry (ωB97M-V/def2-TZVPD).

Computed properties:
* E: -311.0055 Eh
* maximum force: 0.036 hartree/bohr
* HOMO: -8.64 eV
* gap between HOMO and LUMO: 9.576 eV
* LUMO: 0.94 eV
* relative energy (zero: lowest compared OMol25 entry of this formula, charge and spin): 33.8 kcal per mole
* SMILES: C=C(O)CCCC

```
19
Properties=species:S:1:pos:R:3:forces:R:3:lowdin_charge:R:1
C -0.96161 -0.32143 1.71489 0.29 -0.43 0.58 0.02
C 0.28416 -0.63355 1.32937 -0.30 -0.06 -0.01 -0.44
O 1.37280 -0.20953 2.02282 0.10 0.54 0.00 0.05
C 0.67745 -1.22947 0.01405 -0.07 -0.05 0.08 -0.13
C 1.10081 -0.05770 -0.91209 0.15 -0.04 -0.11 -0.21
C 0.15339 1.13541 -0.93277 0.07 -0.05 0.06 -0.27
C -1.23374 0.62690 -1.33038 -0.33 -0.12 0.56 -0.11
H -1.80365 -0.94799 1.46822 -0.13 0.34 -0.64 0.07
H -1.73247 0.50097 -0.32201 -0.44 0.59 -1.69 0.06
H -1.12304 0.46488 2.44881 0.06 -0.37 0.31 0.07
H 1.04606 0.17487 2.84772 0.21 -0.03 -0.06 0.11
H 1.51774 -1.92564 0.11058 -0.16 0.09 0.07 0.12
H -0.16667 -1.77070 -0.42510 0.10 0.11 0.18 0.11
H 2.12776 0.24062 -0.67778 -0.12 -0.06 -0.07 0.11
H 1.04192 -0.41800 -1.94542 0.50 -0.21 0.11 0.11
H 0.58282 1.90238 -1.59088 -0.28 -0.24 -0.10 0.11
H 0.02140 1.62666 0.03821 0.43 -0.13 -0.03 0.10
H -1.68107 1.23727 -2.13368 -0.38 -0.03 0.91 0.08
H -1.22406 -0.39597 -1.72455 0.29 0.15 -0.15 0.06
```
Positions in Å, forces in eV/Å.


3.
Entry from the Open Molecules 2025 dataset: 2 unconnected molecules or ions with the total composition C5H13N2O at a distorted geometry (ωB97M-V/def2-TZVPD).

Computed properties:
* E: -382.8132 Eh
* maximum force: 0.036 hartree/bohr
* HOMO: -13.47 eV
* gap between HOMO and LUMO: 8.563 eV
* LUMO: -4.90 eV
* charge: +1
* relative energy (zero: lowest compared OMol25 entry of this formula, charge and spin): 30.4 kcal per mole

```
21
Properties=species:S:1:pos:R:3:forces:R:3:lowdin_charge:R:1
C -1.19287 -0.78904 -2.60879 -0.01 -1.04 1.06 0.00
C -1.16575 0.22705 -1.48258 -0.03 1.17 -0.18 -0.57
N -1.84554 -0.15656 -0.33066 0.43 1.49 0.45 0.13
O -0.60688 1.32149 -1.57503 -0.57 -1.71 0.33 0.03
H -0.17269 -0.93889 -2.95355 -0.01 -0.05 -0.17 0.08
H -1.78023 -0.40081 -3.41892 -0.22 0.28 -0.42 0.09
H -1.64133 -1.77654 -2.29607 0.53 1.01 -0.31 0.10
H -2.13088 0.63541 0.28515 0.28 -1.05 -0.79 0.13
H -2.51054 -0.89074 -0.43939 -0.49 -0.29 0.04 0.09
C 1.07703 1.82211 1.07713 -0.19 0.30 0.59 -0.06
C 1.52018 0.52280 1.74938 -0.47 0.75 0.28 -0.19
C 0.52258 -1.61035 1.15592 0.22 0.69 -0.25 0.17
N 1.28225 -0.61784 0.87256 -0.11 -1.25 -0.52 0.03
H 1.59472 1.96985 0.12734 -0.06 0.08 0.10 0.09
H -0.00622 1.80385 0.87850 0.51 0.06 0.03 0.06
H 1.29847 2.67251 1.76055 -0.09 -0.59 -0.54 0.10
H 2.57933 0.51890 1.97709 0.27 0.03 -0.06 0.13
H 0.99345 0.33313 2.69526 0.05 0.03 -0.34 0.13
H 0.51758 -2.49953 0.52109 -0.22 0.41 0.07 0.13
H -0.10840 -1.52491 2.04368 0.36 -0.29 -0.14 0.13
H 1.77577 -0.62189 -0.03868 -0.18 -0.03 0.75 0.20
```
Positions in Å, forces in eV/Å.


4.
Entry from the Open Molecules 2025 dataset: a molecular structure, BrClINO at a distorted geometry (ωB97M-V/def2-TZVPD).

Computed properties:
* E: -3461.6814 Eh
* maximum force: 0.050 hartree/bohr
* HOMO: -9.96 eV
* gap between HOMO and LUMO: 8.374 eV
* LUMO: -1.59 eV
* relative energy (zero: lowest compared OMol25 entry of this formula, charge and spin): 77.8 kcal per mole

```
5
Properties=species:S:1:pos:R:3:forces:R:3:lowdin_charge:R:1
N -0.45976 0.47110 -0.24600 1.90 -1.21 1.25 -1.02
O 0.01361 -0.67933 1.06895 -0.24 1.15 -0.96 -0.96
Cl 1.54830 -1.33164 1.12262 -0.39 0.59 -0.40 0.58
Br -0.13026 2.22089 0.32275 0.38 -0.14 0.15 0.53
I -2.34683 0.01171 0.04963 -1.64 -0.39 -0.04 0.88
```
Positions in Å, forces in eV/Å.